2 unconnected molecules or ions with the total composition C3H8O, computed with ωB97M-V/def2-TZVPD.

CARTESIAN COORDINATES (ANGSTROEM)
C -0.3410 3.5609 -0.5088
C -0.2709 2.2705 -0.2813
O -1.4578 1.6432 0.0760
H 0.4926 4.2354 -0.7828
H -1.3964 3.8868 -0.5267
H 0.6126 1.6256 -0.1753
H -1.4240 0.8411 0.5953
C 0.7119 -3.6465 0.3663
H 1.2850 -3.3616 -0.4937
H -0.2515 -3.9035 -0.0402
H 0.7227 -2.7321 0.9625
H 1.3168 -4.4197 0.8087

- Total charge: 0
- Orbital gap: 9.770 eV
- SMILES string: C=CO.C
- Molar mass: 60.096 g mol⁻¹
- Relative energy (zero: lowest compared OMol25 entry of this formula, charge and spin): 1.3767 eV
- E_LUMO: 0.614 eV
- HOMO level: -9.2 eV
- DFT total energy: -194.28536 Ha

Here are the natural (NBO) charges for atoms 1 to 8, given in e:
1. C -0.503
2. C 0.132
3. O -0.722
4. H 0.220
5. H 0.215
6. H 0.172
7. H 0.487
8. C -0.856

---

2 unconnected molecules or ions with the total composition C7H14NOP, computed with ωB97M-V/def2-TZVPD.

CARTESIAN COORDINATES (ANGSTROEM)
C -2.1805 1.0917 -0.9407
P -1.7791 0.3301 0.8566
C -1.4706 -1.4039 0.2326
O -1.4180 -1.7094 -0.9380
N -1.3065 -2.2800 1.2485
C -1.0100 -3.6761 1.0369
H -2.4411 2.1259 -1.0030
H -2.1531 0.4007 -1.7553
H -1.3523 -1.9455 2.2001
H -1.7692 -4.3084 1.4995
H -1.0035 -3.8476 -0.0389
H -0.0321 -3.9286 1.4492
C 1.0216 3.0496 0.5320
C 1.8265 2.0123 0.6716
C 1.7532 0.7461 -0.1299
C 1.4822 0.9631 -1.6156
H 1.1169 3.9268 1.1500
H 0.2326 3.0692 -0.2003
H 2.5979 2.0395 1.4311
H 2.6856 0.1862 -0.0144
H 0.9473 0.1240 0.2848
H 2.2260 1.6364 -2.0413
H 0.4943 1.3868 -1.7720
H 1.5319 0.0110 -2.1435

- Total charge: 0
- Orbital gap (spin up / spin down): 8.076 / 8.244 eV
- SMILES string: C=PC(=O)NC.C=CCC
- Molar mass: 159.169 g mol⁻¹
- Relative energy (zero: lowest compared OMol25 entry of this formula, charge and spin): 2.3347 eV
- E_LUMO (spin up / spin down): -1.001 / -0.527 eV
- HOMO level (spin up / spin down): -9.1 / -8.8 eV
- DFT total energy: -746.35765 Ha

Here are the natural (NBO) charges for atoms 1 to 8, given in e:
1. C -0.545
2. P 0.388
3. C 0.397
4. O -0.636
5. N -0.615
6. C -0.428
7. H 0.187
8. H 0.214

---

A molecular structure, C27H33AsAuF6N5O3PS, computed with ωB97M-V/def2-TZVPD.

CARTESIAN COORDINATES (ANGSTROEM)
Au 1.3138 0.2423 0.7575
C 6.0273 -0.9645 0.2068
C 5.6625 -0.0572 1.1942
C 4.3238 0.2489 1.3525
N 3.3898 -0.3159 0.5839
C 3.7223 -1.1919 -0.3670
C 5.0429 -1.5410 -0.5836
H 7.0688 -1.2212 0.0624
H 6.3990 0.3973 1.8420
H 3.9987 0.9544 2.1054
H 2.9178 -1.6283 -0.9449
H 5.2922 -2.2621 -1.3493
N 3.6312 5.4061 -0.5451
C 3.9655 4.0436 -1.0870
P 2.3483 3.2200 -1.6096
O 1.3533 4.3349 -1.3848
O 2.1975 1.8885 -0.9554
C 2.3388 3.0738 -3.4896
N 1.4883 4.1888 -4.0283
H 4.0565 6.1691 -1.0721
H 3.9025 5.5307 0.4302
H 2.5815 5.4773 -0.6214
H 4.4231 3.4355 -0.3104
H 4.6792 4.1224 -1.9038
H 1.8790 2.1164 -3.7235
H 3.3287 3.0917 -3.9384
H 1.0400 4.6185 -3.1753
H 0.7601 3.8765 -4.6701
H 2.0245 4.9070 -4.5161
F -0.8937 -0.9063 1.9399
As -0.5595 -2.7145 2.5523
F 0.9849 -2.1476 3.0251
F -2.0961 -3.0449 1.7730
F -0.2937 -4.2982 2.9833
F -1.3207 -2.1584 3.9615
F 0.1125 -2.8493 0.8909
O -0.5489 -0.6133 -0.6999
S -1.5547 -1.5425 -0.1754
C -3.1766 -0.4916 -0.0155
C -4.3038 -1.2635 0.4766
C -5.3164 -1.6871 -0.4261
C -6.4378 -2.3161 0.0445
C -6.5523 -2.5995 1.4183
C -5.5879 -2.1391 2.3329
C -4.4653 -1.5074 1.8688
C -1.8809 -2.8801 -1.4799
C -2.1965 -2.3588 -2.8165
C -1.1919 -1.7773 -3.6153
C -1.4283 -1.5266 -4.9464
C -2.6927 -1.7855 -5.4900
C -3.7043 -2.3309 -4.7010
C -3.4714 -2.5919 -3.3680
H -3.3136 -0.1012 -1.0243
H -2.8284 0.2723 0.6789
H -5.2296 -1.4431 -1.4774
H -7.2353 -2.5911 -0.6327
H -7.3793 -3.2035 1.7719
H -5.7215 -2.3132 3.3917
H -3.6925 -1.1939 2.5597
H -2.6867 -3.4595 -1.0264
H -0.9496 -3.4466 -1.4294
H -0.2305 -1.5522 -3.1713
H -0.6414 -1.1418 -5.5803
H -2.8935 -1.5434 -6.5256
H -4.6619 -2.5741 -5.1415
H -4.2396 -3.0680 -2.7713
N -0.1120 1.3141 8.0056
C 0.1777 1.2520 6.8960
C 0.5501 1.1527 5.5168
C -0.2266 1.7458 4.5209
C 0.1445 1.5657 3.2062
N 1.2282 0.8549 2.8710
C 2.0015 0.3217 3.8186
C 1.6983 0.4501 5.1602
H -1.0988 2.3333 4.7686
H -0.4356 2.0010 2.4027
H 2.8653 -0.2509 3.5141
H 2.3305 -0.0125 5.9047

- Total charge: +4
- Orbital gap (spin up / spin down): 3.970 / 3.958 eV
- Spin multiplicity: 2
- Molar mass: 924.511 g mol⁻¹
- Relative energy (zero: lowest compared OMol25 entry of this formula, charge and spin): 4.2941 eV
- E_LUMO (spin up / spin down): -14.405 / -14.410 eV
- HOMO level (spin up / spin down): -18.4 / -18.4 eV
- DFT total energy: -5256.91210 Ha
- <S²>: 0.757

Here are the Löwdin charges for atoms 1 to 8, given in e:
1. Au 1.124
2. C 0.010
3. C -0.001
4. C -0.123
5. N -0.063
6. C -0.093
7. C 0.002
8. H 0.139

---

3 unconnected molecules or ions with the total composition C38H28BrINO6, computed with ωB97M-V/def2-TZVPD.

CARTESIAN COORDINATES (ANGSTROEM)
C -0.0779 1.5455 6.1425
C -1.3036 1.7502 5.1329
O -2.5319 1.8151 5.9165
C -1.2459 3.1259 4.2692
C -0.4094 4.1713 5.1762
N -1.1593 4.8492 6.2073
C -0.4503 5.7651 7.0817
C 1.0605 6.0896 6.9835
I 2.1238 7.4766 8.2644
C 1.9015 5.3800 5.8436
C 1.1237 4.4026 4.9260
C 1.7858 3.5827 3.6881
C 1.4659 4.4901 2.3651
O 0.8805 4.0752 1.3454
Br 2.0575 6.4065 2.5170
H -0.1172 2.2207 7.0754
H 0.9349 1.6572 5.6023
H -0.1400 0.4644 6.5529
H -1.2892 0.8778 4.3891
H -3.2866 1.5563 5.3430
H -2.3270 3.5040 4.1070
H -0.8007 3.0073 3.2211
H -2.1677 4.6408 6.2933
H -1.0935 6.2786 7.8896
H 3.0186 5.5434 5.6989
H 1.3002 2.5452 3.5583
H 2.9022 3.3973 3.8355
C -0.4078 -0.1692 -1.3702
C -0.4486 0.4937 -0.1456
C -1.5101 0.2882 0.7201
C -2.5474 -0.5714 0.3690
C -2.5236 -1.2195 -0.8647
C -1.4445 -1.0256 -1.7313
C -3.6438 -2.0987 -1.2711
O -3.6229 -2.6693 -2.3474
C -4.7929 -2.2659 -0.3520
C -5.8824 -3.0449 -0.7437
C -6.9607 -3.2179 0.1184
C -6.9508 -2.6215 1.3776
C -5.8698 -1.8398 1.7699
C -4.7925 -1.6526 0.9020
C -3.6633 -0.7905 1.3137
O -3.6517 -0.2594 2.4150
H 0.4285 -0.0153 -2.0449
H 0.3512 1.1710 0.1371
H -1.5306 0.8049 1.6747
H -1.4118 -1.5367 -2.6885
H -5.8958 -3.5151 -1.7221
H -7.8092 -3.8199 -0.1905
H -7.7892 -2.7628 2.0522
H -5.8703 -1.3740 2.7503
C 6.8541 -1.5478 -7.1846
C 6.8167 -0.8828 -5.9610
C 5.7529 -1.0877 -5.0891
C 4.7155 -1.9507 -5.4442
C 4.7411 -2.5977 -6.6800
C 5.8188 -2.4033 -7.5453
C 3.6229 -3.4775 -7.0901
O 3.6461 -4.0458 -8.1677
C 2.4725 -3.6488 -6.1745
C 1.3847 -4.4288 -6.5708
C 0.3051 -4.6061 -5.7115
C 0.3119 -4.0134 -4.4507
C 1.3914 -3.2313 -4.0546
C 2.4695 -3.0396 -4.9200
C 3.5966 -2.1762 -4.5021
O 3.6008 -1.6530 -3.3992
H 7.6892 -1.3944 -7.8607
H 7.6189 -0.2055 -5.6858
H 5.7321 -0.5707 -4.1348
H 5.8510 -2.9144 -8.5023
H 1.3742 -4.8961 -7.5506
H -0.5419 -5.2086 -6.0239
H -0.5277 -4.1579 -3.7776
H 1.3883 -2.7684 -3.0724

- Total charge: +1
- Orbital gap: 6.094 eV
- Molar mass: 801.451 g mol⁻¹
- E_LUMO: -4.790 eV
- HOMO level: -10.9 eV
- DFT total energy: -4842.41562 Ha

Here are the Löwdin charges for atoms 1 to 8, given in e:
1. C -0.052
2. C -0.363
3. O -0.073
4. C -0.054
5. C -0.071
6. N 0.117
7. C -0.030
8. C -0.609

---

A molecular structure, C44H38IN5O3PRb, computed with ωB97M-V/def2-TZVPD.

CARTESIAN COORDINATES (ANGSTROEM)
Rb -1.5988 -1.7588 -0.2576
O -5.9583 0.6882 -0.9833
C -4.9018 0.2368 -0.5062
N -3.7607 -0.0643 -1.1003
C -3.5018 0.3279 -2.3849
C -3.9543 1.5452 -2.9031
C -3.6488 1.9532 -4.1853
C -2.8750 1.1387 -5.0079
C -2.4039 -0.0620 -4.5365
C -2.6771 -0.5037 -3.2203
N -2.3226 -1.7060 -2.8022
C -1.3746 -2.5926 -2.9715
O -1.5685 -3.7803 -3.2304
C 0.0690 -2.1671 -2.6183
C 0.5316 -0.9512 -3.0028
C 1.9564 -0.5044 -2.9253
C 3.0261 -2.7375 -2.3123
C 1.9546 -3.3330 -1.7070
N 0.6560 -3.0976 -1.8401
C -4.8911 0.0001 0.9851
C -5.6565 0.8849 1.7565
C -5.6803 0.7497 3.1268
C -4.9726 -0.3032 3.6961
C -4.2589 -1.1378 2.8515
N -4.2104 -1.0020 1.5363
H -4.5686 2.1725 -2.2729
H -4.0120 2.9069 -4.5468
H -2.6490 1.4487 -6.0220
H -1.8156 -0.7198 -5.1650
H -0.1432 -0.2673 -3.5020
H 2.0855 0.2354 -3.7296
H 4.0260 -2.9804 -1.9800
H 2.1690 -4.1170 -0.9816
H -6.2017 1.6663 1.2468
H -6.2320 1.4466 3.7502
H -4.9708 -0.4632 4.7666
H -3.6888 -1.9661 3.2581
C 3.7012 2.0908 -0.6567
C 3.4710 1.0220 -1.7032
C 4.4076 1.0206 -2.7368
C 4.7111 0.0308 -3.6981
C 4.1521 -1.1804 -3.9379
C 2.8866 -1.7004 -3.3585
C 2.3728 0.1568 -1.6491
P 1.4583 -0.4432 -0.2009
C 1.2286 1.1140 0.7752
C 0.6045 2.1031 0.0113
C 0.2578 3.3291 0.5399
C 0.5129 3.5847 1.8793
C 1.1057 2.6056 2.6563
C 1.4636 1.3676 2.1330
C 2.1143 0.3612 3.0313
C 2.7484 -1.4371 0.6462
C 4.0994 -1.1769 0.4714
C 5.0857 -1.9453 1.0605
C 4.7200 -3.0550 1.8279
C 3.4035 -3.3836 1.9696
C 2.3526 -2.6145 1.3775
C 1.0424 -3.0047 1.5517
H 4.7454 2.4058 -0.6419
H 3.4257 1.7456 0.3339
H 3.0950 2.9711 -0.8816
H 5.1085 1.8532 -2.7371
H 5.5949 0.2620 -4.2921
H 4.6205 -1.8045 -4.6934
H 2.3319 -2.1750 -4.1866
H 0.4107 1.8845 -1.0352
H -0.2116 4.0800 -0.0837
H 0.2449 4.5386 2.3167
H 1.2912 2.8006 3.7078
H 2.0300 0.6685 4.0735
H 3.1704 0.2413 2.7860
H 1.6486 -0.6122 2.9149
H 4.3993 -0.3523 -0.1554
H 6.1307 -1.7005 0.9131
H 5.4895 -3.6667 2.2914
H 3.1207 -4.2770 2.5158
H 0.8280 -3.9783 1.9716
H 0.2359 -2.5025 1.0340
I -3.5600 4.0833 0.4287
C -2.8463 2.7518 1.8911
C -2.9328 3.1009 3.2291
C -2.4590 2.1832 4.1576
C -1.9135 1.0016 3.6967
N -1.8157 0.6862 2.4096
C -2.2883 1.5458 1.5171
H -3.3414 4.0520 3.5385
H -2.5055 2.3954 5.2159
H -1.5292 0.2687 4.3929
H -2.2206 1.2500 0.4797
O -0.0977 -2.0006 3.9316
H 0.4713 -2.4302 3.2459
H -0.5451 -1.2986 3.4481

- Total charge: -2
- Orbital gap (spin up / spin down): 3.937 / 4.220 eV
- Molar mass: 928.166 g mol⁻¹
- Relative energy (zero: lowest compared OMol25 entry of this formula, charge and spin): 5.6012 eV
- E_LUMO (spin up / spin down): 3.184 / 3.477 eV
- HOMO level (spin up / spin down): -0.8 / -0.7 eV
- DFT total energy: -2862.02183 Ha

Here are the Löwdin charges for atoms 1 to 8, given in e:
1. Rb 0.916
2. O -0.038
3. C -0.544
4. N 0.024
5. C -0.245
6. C -0.065
7. C -0.156
8. C -0.158